No. 1
Formula: C3H27NO9
Source: the Open Molecules 2025 dataset
Level of theory: the ωB97M-V functional and the def2-TZVPD basis

Output
SMILES: CCCN.O.O.O.O.O.O.O.O.O
energy relative to the best compared isomer or geometry (same formula, charge and spin): 208.07 kJ/mol

XYZ file:
```
40
C3H27NO9, DFT the ωB97M-V functional and the def2-TZVPD basis
C 0.51 1.21 0.31
C 0.29 -0.06 1.25
C 1.29 -0.19 2.34
N -0.15 1.04 -1.00
H 1.60 1.30 0.03
H 0.29 2.23 0.79
H 0.38 -0.87 0.51
H -0.77 0.01 1.60
H 2.31 -0.39 1.93
H 0.99 -1.03 2.96
H 1.43 0.71 2.95
H -1.13 0.79 -0.99
H 0.40 0.45 -1.62
H 2.74 2.27 -1.57
H 3.87 1.46 -0.81
O 3.51 2.33 -0.99
H -4.23 -1.94 0.81
H -4.30 -0.77 -0.04
O -3.75 -1.57 0.07
H 0.32 -4.31 1.51
H 1.22 -3.33 0.72
O 0.48 -3.94 0.63
H -2.08 -1.01 3.24
H -2.35 0.44 3.12
O -2.60 -0.38 2.68
H 2.13 -3.54 -1.77
H 1.11 -2.77 -2.71
O 2.03 -2.87 -2.46
H 0.23 4.30 1.61
H 0.78 3.78 0.13
O 0.72 4.45 0.81
H -2.94 -0.54 -1.66
H -3.26 -1.08 -3.00
O -2.74 -0.38 -2.59
H 2.45 -1.50 -1.17
H 3.65 -0.62 -1.17
O 2.77 -0.66 -0.77
H -1.71 2.70 -1.99
H -2.83 1.70 -1.70
O -2.68 2.60 -2.02
```


No. 2
Formula: C3H27O10S
Source: the Open Molecules 2025 dataset
Level of theory: the ωB97M-V functional and the def2-TZVPD basis

Output
total charge: +1

XYZ file:
```
41
C3H27O10S, DFT the ωB97M-V functional and the def2-TZVPD basis
C 2.63 -0.77 1.56
C 1.61 -1.58 1.18
C 0.53 -1.05 0.29
S -0.96 -0.60 1.20
H 2.88 -0.58 2.59
H 3.22 -0.27 0.79
H 1.58 -2.62 1.49
H 0.29 -1.77 -0.49
H 0.91 -0.14 -0.21
H -1.70 -1.51 1.84
H -1.35 0.68 1.30
O 2.19 0.38 -2.18
H 2.09 0.32 -3.13
H 3.15 0.38 -2.08
O -4.24 0.29 0.92
H -3.31 0.13 1.09
H -4.67 -0.21 1.63
O -4.35 -0.70 3.56
H -3.68 -1.03 4.16
H -4.84 -0.04 4.08
O -4.21 2.37 3.46
H -4.30 2.27 2.50
H -3.26 2.40 3.62
O -5.65 5.26 3.69
H -5.19 4.51 3.29
H -6.56 4.96 3.77
O 3.39 3.01 -2.55
H 3.86 3.39 -1.80
H 2.58 2.64 -2.19
O 3.79 -0.89 -3.86
H 3.85 -1.85 -3.81
H 4.24 -0.69 -4.69
O 4.05 0.16 -6.81
H 4.47 0.68 -7.51
H 3.11 0.27 -6.96
O 3.81 -3.05 -5.88
H 3.87 -4.01 -5.83
H 4.27 -2.82 -6.69
O -2.85 -2.42 5.93
H -1.92 -2.57 6.11
H -3.31 -2.92 6.62
```


No. 3
Formula: C3H28N2O10
Source: the Open Molecules 2025 dataset
Level of theory: the ωB97M-V functional and the def2-TZVPD basis

Output
SMILES: NCCNCO.O.O.O.O.O.O.O.O.O
energy relative to the best compared isomer or geometry (same formula, charge and spin): 238.30 kJ/mol

XYZ file:
```
43
C3H28N2O10, DFT the ωB97M-V functional and the def2-TZVPD basis
C -1.96 1.81 -1.79
N -2.24 1.07 -0.57
C -3.13 1.76 0.35
O -2.41 2.31 1.42
C -0.65 1.29 -2.43
N -0.88 0.10 -3.20
H -1.72 2.85 -1.56
H -2.82 1.69 -2.46
H -2.53 0.11 -0.71
H -3.58 2.61 -0.16
H -3.89 1.07 0.72
H -1.53 1.94 1.43
H -0.08 2.07 -2.96
H -0.10 1.14 -1.50
H -0.16 -0.39 -3.70
H -1.78 0.09 -3.65
H -0.08 2.17 2.42
H -0.03 0.67 2.30
O 0.56 1.45 2.30
H -1.96 0.08 3.84
H -0.71 -0.66 3.42
O -1.04 -0.06 4.10
H 2.63 -3.28 0.03
H 3.00 -1.78 0.09
O 2.91 -2.58 0.63
H -0.59 -2.52 -2.01
H -2.01 -1.89 -1.77
O -1.30 -2.41 -1.38
H 1.76 1.46 0.93
H 2.99 2.18 1.26
O 2.41 2.07 0.50
H 3.99 0.00 -1.18
H 2.73 0.50 -0.54
O 3.07 -0.28 -1.05
H 2.16 -2.96 2.01
H 2.11 -2.70 3.52
O 1.63 -3.15 2.83
H -0.18 -1.65 1.51
H -1.34 -1.26 0.61
O -0.78 -0.91 1.30
H 1.78 -0.29 -4.28
H 1.86 -0.96 -2.80
O 1.82 -1.08 -3.75
```


No. 4
Formula: C3H28NO10
Source: the Open Molecules 2025 dataset
Level of theory: the ωB97M-V functional and the def2-TZVPD basis

Output
total charge: +2
spin multiplicity: 2

XYZ file:
```
42
C3H28NO10, DFT the ωB97M-V functional and the def2-TZVPD basis
C 0.25 -0.52 -0.38
C -0.93 -1.45 -0.87
C -0.52 -1.86 -2.25
O -0.88 -2.59 0.07
N 0.01 0.22 0.89
H 1.15 -1.14 -0.33
H 0.28 0.20 -1.26
H -1.92 -1.02 -0.69
H -1.29 -1.81 -2.95
H -0.01 -2.95 -2.09
H 0.41 -1.39 -2.60
H -0.16 -3.23 -0.20
H -0.96 0.12 1.36
H 0.00 1.25 0.87
H 0.59 -0.05 1.66
H -3.89 1.19 0.89
H -4.10 -0.17 0.25
O -3.43 0.39 0.42
H -0.34 1.68 -2.51
H -0.30 3.00 -2.97
O -0.63 2.53 -2.21
H -1.85 3.14 1.10
H -1.37 3.28 -0.20
O -0.99 3.11 0.63
H 2.55 1.28 -2.79
H 2.53 0.29 -3.97
O 2.00 0.90 -3.51
H 3.60 -1.86 -1.13
H 3.75 -0.45 -0.31
O 3.13 -0.90 -0.94
H -1.30 1.59 3.82
H -0.29 0.42 3.96
O -1.11 0.78 3.39
H 2.46 3.07 0.68
H 1.58 3.15 -0.59
O 1.80 2.59 0.19
H -1.28 -1.74 3.14
H -2.55 -2.03 2.38
O -2.14 -1.46 3.01
H 2.06 -2.59 2.83
H 2.31 -2.66 1.31
O 1.78 -2.25 1.93
```


No. 5
Formula: C3H29NO10S2
Source: the Open Molecules 2025 dataset
Level of theory: the ωB97M-V functional and the def2-TZVPD basis

Output
SMILES: CNCCSS.O.O.O.O.O.O.O.O.O.O
energy relative to the best compared isomer or geometry (same formula, charge and spin): 114.15 kJ/mol

XYZ file:
```
45
C3H29NO10S2, DFT the ωB97M-V functional and the def2-TZVPD basis
S -3.34 -1.52 0.87
S -3.97 -0.28 -0.63
C -3.40 1.39 -0.31
C -1.92 1.58 -0.70
N -1.20 2.46 0.28
C -0.14 3.17 -0.43
H -4.36 -1.43 1.72
H -4.04 1.87 -1.04
H -3.52 1.90 0.65
H -1.89 2.02 -1.71
H -1.32 0.68 -0.65
H -1.84 3.14 0.63
H 0.44 3.80 0.25
H -0.63 3.86 -1.14
H 0.54 2.60 -1.08
H 0.55 0.31 -1.97
H 1.04 -0.40 -3.28
O 0.48 0.30 -2.96
H 1.02 1.02 -0.09
H 1.16 -0.45 0.51
O 1.21 0.07 -0.31
H 4.52 1.19 -0.68
H 4.78 -0.13 -1.26
O 4.87 0.35 -0.40
H -1.62 -2.18 -2.86
H -0.85 -2.90 -1.81
O -0.81 -2.67 -2.72
H 2.59 1.04 -3.00
H 2.86 -0.33 -2.54
O 3.34 0.49 -2.78
H 1.09 -1.32 2.33
H 2.38 -1.71 1.63
O 1.97 -0.95 2.06
H 1.13 -2.50 -2.57
H 1.39 -2.14 -1.07
O 1.79 -2.45 -1.89
H 1.51 -4.60 1.87
H 0.74 -3.44 2.79
O 1.56 -3.74 2.35
H -0.37 2.09 3.58
H -1.80 1.87 2.84
O -1.23 1.66 3.60
H -1.94 -1.09 3.31
H -1.14 -0.99 4.57
O -1.65 -1.63 4.06
```


No. 6
Formula: C3H29NO12
Source: the Open Molecules 2025 dataset
Level of theory: the ωB97M-V functional and the def2-TZVPD basis

Output
energy relative to the best compared isomer or geometry (same formula, charge and spin): 420.06 kJ/mol

XYZ file:
```
45
C3H29NO12, DFT the ωB97M-V functional and the def2-TZVPD basis
C -2.00 0.68 -0.58
C -2.88 -0.27 -0.84
C 0.04 -0.33 -0.09
N -0.58 0.55 -0.74
H -2.21 1.70 -0.28
H -2.85 -1.32 -1.09
H -3.88 0.16 -0.72
H 1.11 -0.53 -0.21
H -0.25 -1.00 0.73
H 2.45 0.06 1.91
H 1.09 -0.28 2.40
O 1.61 0.49 2.07
H -3.52 -1.30 1.83
H -2.38 -2.13 1.27
O -2.81 -1.90 2.10
H -0.94 3.33 1.37
H -1.14 4.57 0.46
O -1.56 3.77 0.77
H 0.86 1.98 2.80
H -0.23 2.13 3.90
O 0.06 2.48 3.05
H 3.23 -2.25 0.59
H 2.58 -2.09 -0.76
O 2.40 -1.95 0.21
H 0.91 2.08 1.13
H 1.87 3.27 1.40
O 1.38 2.80 0.72
H -0.77 -1.41 3.05
H 0.55 -2.22 2.88
O 0.16 -1.46 3.33
H 1.08 -2.34 -2.61
H 2.17 -1.25 -2.90
O 2.01 -2.13 -2.50
H 0.76 0.72 -2.30
H 1.67 0.92 -3.41
O 1.13 0.19 -3.04
H 0.86 3.94 -1.75
H 0.13 2.76 -2.24
O 0.84 3.32 -2.49
H -0.46 -1.47 -2.84
H -1.16 -2.36 -3.86
O -0.74 -2.39 -2.99
H 0.42 -3.47 0.31
H -0.70 -4.24 -0.17
O -0.54 -3.55 0.48
```


No. 7
Formula: C3H2Br2P2
Source: the Open Molecules 2025 dataset
Level of theory: the ωB97M-V functional and the def2-TZVPD basis

Output
spin multiplicity: 3
energy relative to the best compared isomer or geometry (same formula, charge and spin): 432.71 kJ/mol

XYZ file:
```
9
C3H2Br2P2, DFT the ωB97M-V functional and the def2-TZVPD basis
C -0.06 -1.35 -0.07
C -1.12 1.38 -0.15
C 1.71 0.34 1.03
P 1.58 -1.54 0.46
P 0.19 0.40 -0.03
Br -2.80 0.84 0.30
Br 3.45 0.90 0.10
H -0.96 -1.93 -0.19
H 0.97 1.03 -1.06
```


No. 8
Formula: C3H2BrClN2
Source: the Open Molecules 2025 dataset
Level of theory: the ωB97M-V functional and the def2-TZVPD basis

Output
SMILES: Clc1[nH]ncc1Br
energy relative to the best compared isomer or geometry (same formula, charge and spin): 45.14 kJ/mol

XYZ file:
```
9
C3H2BrClN2, DFT the ωB97M-V functional and the def2-TZVPD basis
C 0.26 1.25 -0.01
C -0.76 0.34 -0.08
C -0.24 -0.92 -0.01
N 1.37 0.65 0.08
N 1.12 -0.70 0.05
Cl -1.00 -2.37 0.13
Br -2.97 0.77 -0.08
H 0.33 2.36 0.00
H 1.89 -1.37 -0.08
```


No. 9
Formula: C3H2BrN3O2
Source: the Open Molecules 2025 dataset
Level of theory: the ωB97M-V functional and the def2-TZVPD basis

Output
SMILES: N#C/C=N\OBr.C#[N+][O-]
energy relative to the best compared isomer or geometry (same formula, charge and spin): 206.43 kJ/mol

XYZ file:
```
11
C3H2BrN3O2, DFT the ωB97M-V functional and the def2-TZVPD basis
C -0.25 -1.53 0.83
C -0.17 -1.61 -0.58
C 1.16 2.21 0.79
N -0.23 -1.54 1.97
N -0.82 -0.95 -1.43
N 1.34 1.51 -0.11
O -1.67 -0.07 -1.42
O 1.45 0.81 -1.06
Br -2.47 0.73 0.31
H 0.56 -2.32 -0.96
H 1.10 2.76 1.67
```


No. 10
Formula: C3H2BrNO4
Source: the Open Molecules 2025 dataset
Level of theory: the ωB97M-V functional and the def2-TZVPD basis

Output
energy relative to the best compared isomer or geometry (same formula, charge and spin): 608.00 kJ/mol

XYZ file:
```
11
C3H2BrNO4, DFT the ωB97M-V functional and the def2-TZVPD basis
C -0.05 -0.27 1.58
C -1.16 -0.58 -0.84
C -0.53 0.17 0.21
N 1.51 0.34 -0.83
O 1.94 -0.72 -0.91
O -0.13 0.34 2.63
O -1.04 -1.76 -1.12
O 1.67 1.46 -0.91
Br -0.99 2.01 0.06
H 0.55 -1.12 1.61
H -1.77 0.12 -1.48
```


No. 11
Formula: C3H2CaO3
Source: the Open Molecules 2025 dataset
Level of theory: the ωB97M-V functional and the def2-TZVPD basis

Output
total charge: +1
spin multiplicity: 2
energy relative to the best compared isomer or geometry (same formula, charge and spin): 11.65 kJ/mol

XYZ file:
```
9
C3H2CaO3, DFT the ωB97M-V functional and the def2-TZVPD basis
O -0.40 1.60 -0.59
C -0.62 0.31 -0.86
C 0.88 1.84 -0.07
O -1.42 -0.46 -0.26
O 0.96 -0.42 0.01
C 1.61 0.75 0.19
Ca -0.38 -1.64 1.05
H 1.20 2.88 -0.11
H 2.70 0.72 0.22
```


No. 12
Formula: C3H2CdO2
Source: the Open Molecules 2025 dataset
Level of theory: the ωB97M-V functional and the def2-TZVPD basis

Output
energy relative to the best compared isomer or geometry (same formula, charge and spin): 581.86 kJ/mol

XYZ file:
```
8
C3H2CdO2, DFT the ωB97M-V functional and the def2-TZVPD basis
O -1.34 -0.68 -0.72
C -0.06 -0.39 -0.91
C 0.53 0.69 -0.28
O -0.03 0.71 1.02
C 0.69 -0.29 1.67
Cd -1.75 -0.39 1.35
H 0.55 -0.97 -1.63
H 1.40 1.31 -0.50
```


Summary of energy in a.u.
-862.3463, -1280.6479, -992.9787, -937.4810, -1735.1742, -1089.2844, -5945.9662, -3259.1708, -3004.0272, -3045.0307, -1018.5365, -433.4332
(order as listed above)
Summary of largest force on an atom in eV/A
3.01, 3.31, 1.53, 5.85, 1.54, 2.19, 4.46, 5.10, 2.18, 5.23, 2.44, 4.31
(order as listed above)